No. 1
# C37H42F3N6O13S2

A cluster of 5 separate species, C37H42F3N6O13S2 in total in a non-equilibrium geometry (ωB97M-V/def2-TZVPD, the Open Molecules 2025 dataset).

CARTESIAN COORDINATES (ANGSTROEM)
C: -2.3047 -4.2725 -6.2171
C: -1.0713 -3.8987 -5.1955
C: -0.7776 -2.2640 -5.3932
O: -1.0883 -1.4734 -4.1923
C: -0.0004 -0.4901 -3.8989
O: 1.2973 -0.8258 -3.7626
C: -0.3801 1.0916 -3.6700
S: 1.0513 2.1886 -3.1708
C: 0.6422 3.2676 -1.6876
O: 1.2377 2.5663 -0.5021
C: 0.7245 3.1323 0.7541
C: -0.8691 2.6996 0.8689
C: -1.6253 3.5241 2.0835
N: -0.8118 3.2292 3.3610
N: -1.6058 2.7176 -0.4527
C: -0.9450 3.6277 -1.5094
C: -1.2796 5.2022 -1.2046
F: -1.6160 5.8231 -2.5399
F: -0.1595 5.9939 -0.6500
F: -2.4600 5.4408 -0.3418
O: 0.1660 -4.6533 -5.5467
C: -0.0515 -6.1067 -5.4545
O: 0.1268 -6.8232 -6.5886
C: -0.4354 -6.9372 -4.0863
S: -2.2742 -7.3541 -4.0028
H: -1.9590 -4.3038 -7.3558
H: -3.0991 -3.3883 -6.1127
H: -2.8826 -5.2509 -5.8948
H: -1.3074 -4.1627 -4.0692
H: -1.4908 -1.8739 -6.2615
H: 0.3287 -2.1898 -5.7670
H: -0.7550 1.4936 -4.7300
H: -1.3099 1.1985 -2.9542
H: 1.3084 4.2507 -1.8109
H: 0.9235 4.2752 0.9058
H: 1.2615 2.5862 1.6696
H: -0.8566 1.5591 1.2216
H: -1.6088 4.6870 1.9515
H: -2.7207 3.1114 2.3146
H: -0.3466 2.2791 3.2517
H: 0.0192 3.8902 3.4126
H: -2.6392 2.8874 -0.3658
H: -1.5163 1.7353 -0.8523
H: -1.5181 3.3612 -2.5222
H: -0.1548 -6.3230 -3.1174
H: 0.1356 -7.9812 -4.0255
H: -2.5045 -7.8578 -2.6826
C: -4.7488 2.2161 8.1824
C: -4.0294 1.0760 8.5441
C: -3.2269 0.4272 7.6036
C: -3.1483 0.9338 6.2989
C: -3.8755 2.0737 5.9311
C: -4.6769 2.7123 6.8797
N: -2.2867 0.2712 5.3126
O: -1.6741 -0.7456 5.6713
O: -2.2178 0.7684 4.1794
H: -5.3687 2.7217 8.9208
H: -4.0917 0.6944 9.5610
H: -2.6724 -0.4601 7.9011
H: -3.8277 2.4747 4.9208
H: -5.2429 3.5996 6.6047
C: -5.3563 -4.3579 12.8823
C: -5.9445 -4.4487 11.6198
C: -6.1862 -3.2924 10.8755
C: -5.8290 -2.0450 11.4058
C: -5.2454 -1.9503 12.6762
C: -5.0112 -3.1135 13.4123
N: -6.0571 -0.8279 10.6177
O: -6.5929 -0.9515 9.5062
O: -5.6972 0.2526 11.1067
H: -5.1647 -5.2628 13.4565
H: -6.2121 -5.4221 11.2141
H: -6.6453 -3.3800 9.8932
H: -4.9678 -0.9883 13.1019
H: -4.5559 -3.0508 14.3982
C: 4.4292 -2.5406 -4.9456
C: 5.7275 -3.0510 -4.9920
C: 6.7692 -2.3730 -4.3559
C: 6.4974 -1.1816 -3.6693
C: 5.1964 -0.6629 -3.6276
C: 4.1633 -1.3484 -4.2699
N: 7.5835 -0.4776 -2.9771
O: 8.7241 -0.9583 -3.0532
O: 7.2974 0.5543 -2.3531
H: 3.6193 -3.0758 -5.4383
H: 5.9271 -3.9800 -5.5218
H: 7.7754 -2.7839 -4.4013
H: 4.9722 0.2632 -3.1025
H: 3.1494 -0.9555 -4.2407
C: 6.7994 2.7246 -5.3159
C: 5.9901 1.7883 -5.9611
C: 5.4979 2.0523 -7.2407
C: 5.8277 3.2608 -7.8696
C: 6.6338 4.2059 -7.2211
C: 7.1178 3.9318 -5.9404
N: 5.3344 3.5332 -9.2249
O: 4.6085 2.6805 -9.7576
O: 5.6751 4.5978 -9.7604
H: 7.1855 2.5119 -4.3205
H: 5.7452 0.8504 -5.4673
H: 4.8684 1.3123 -7.7301
H: 6.8935 5.1499 -7.6955
H: 7.7467 4.6578 -5.4298

Forces on atoms 1 to 3 (eV/Å):
C -0.674 0.572 0.370
C -1.007 0.540 0.085
C 0.289 -1.789 -1.952

Summary:
HOMO, eV: -11.21
Kohn-Sham gap, Ha: 0.2734
Net charge: +1

***

No. 2
# C37H42F5N4O2PS5SeSm

A structure of composition C37H42F5N4O2PS5SeSm in a non-equilibrium geometry (ωB97M-V/def2-TZVPD, the Open Molecules 2025 dataset).

CARTESIAN COORDINATES (ANGSTROEM)
Sm: -0.2764 -2.3412 0.1448
C: -4.0153 2.8713 0.9883
C: -3.6662 1.4504 0.4185
S: -2.2652 0.7701 1.3132
C: -0.8870 1.9147 1.0519
C: -0.6361 2.8120 2.2528
S: -1.9159 2.6374 3.5225
C: -2.4441 4.3386 3.5944
C: -3.9531 4.4257 3.3651
S: -4.5077 2.8895 2.6827
H: -4.8442 3.2100 0.3353
H: -3.1315 3.4282 0.8691
H: -3.4714 1.5181 -0.6293
H: -4.5177 0.7732 0.6798
H: -1.1180 2.4856 0.1257
H: -0.0117 1.3136 0.7620
H: -0.3588 3.8155 1.9191
H: 0.3132 2.4964 2.7942
H: -1.8372 4.8801 2.8708
H: -2.0651 4.7483 4.5296
H: -4.2868 5.3104 2.6852
H: -4.4908 4.4340 4.3642
N: 0.4892 -7.5840 0.8004
C: 1.5692 -7.0094 -0.0497
C: 0.9416 -6.2051 -1.2561
C: 0.4553 -4.8425 -0.8020
O: -0.1083 -4.0711 -1.6397
O: 0.3391 -4.5726 0.4599
H: 0.1894 -6.9951 1.6047
H: 0.9397 -8.4508 1.2393
H: 2.1525 -7.8778 -0.4130
H: 2.2755 -6.4431 0.5222
H: 0.0279 -6.6338 -1.7950
H: 1.7569 -6.1681 -1.9994
S: -4.8392 -2.1640 -1.6924
C: -3.1722 -2.0762 -1.3825
N: -2.6648 -2.8348 -0.4300
C: -3.6603 -3.7204 0.0490
C: -3.3214 -5.0487 0.5358
C: -4.1996 -6.0576 0.2976
C: -5.4925 -5.8139 -0.2400
C: -5.8533 -4.5528 -0.5897
C: -4.9244 -3.5067 -0.5151
H: -2.5968 -1.3468 -1.8885
H: -2.2755 -5.1602 0.7664
H: -3.8262 -7.0786 0.4077
H: -6.2784 -6.5153 -0.2392
H: -6.7555 -4.3263 -1.0724
C: 4.1777 3.7215 2.8582
P: 3.9444 2.8459 1.3206
C: 5.6292 2.8813 0.6692
C: 2.9671 4.0775 0.4203
C: 2.8008 3.9677 -1.0151
C: 1.9551 4.8507 -1.6548
C: 1.0944 5.6531 -0.8567
C: 1.1665 5.7035 0.4857
C: 2.0872 4.8364 1.1342
H: 3.1912 3.8836 3.3000
H: 4.7329 4.5854 2.7113
H: 4.6818 3.0668 3.6054
H: 6.0962 3.8316 0.4949
H: 5.6254 2.2613 -0.2548
H: 6.2639 2.3679 1.4385
H: 3.3464 3.2054 -1.5171
H: 1.8960 4.8394 -2.7105
H: 0.3251 6.1375 -1.4677
H: 0.5340 6.3875 1.0293
H: 2.0512 4.8732 2.1877
F: 3.4779 0.7719 5.3262
C: 2.9006 -0.3089 4.7730
C: 2.7697 -0.6389 3.4063
F: 3.6500 -0.0255 2.5929
C: 1.7533 -1.5009 2.9938
F: 1.4967 -1.8457 1.5933
C: 0.6475 -1.7124 3.7886
Se: -0.9988 -2.1667 3.0808
C: 0.8594 -1.5124 5.1602
F: -0.1445 -1.8997 5.8972
C: 2.0715 -1.0872 5.6507
F: 2.4954 -1.1555 6.9252
N: 0.6076 -1.7593 -3.8981
C: 1.2535 -0.8470 -3.1098
S: 1.5192 -0.8853 -1.4385
N: 1.8979 0.1568 -3.7577
C: 1.5101 0.5914 -5.0722
C: 1.7291 -0.0919 -6.3034
C: 1.1531 0.3205 -7.4411
C: 0.3491 1.4687 -7.4706
C: 0.1529 2.1430 -6.2722
C: 0.6802 1.7547 -5.0496
H: 0.1826 -2.5938 -3.3566
H: 0.2344 -1.5609 -4.7819
H: 2.2247 0.9164 -3.1300
H: 2.4003 -0.9073 -6.2701
H: 1.4361 -0.1615 -8.3634
H: 0.1074 1.8929 -8.4363
H: -0.2639 3.1382 -6.3391
H: 0.4999 2.4028 -4.1940

Forces on atoms 1 to 3 (eV/Å):
Sm -0.879 -0.991 0.989
C -0.969 -1.300 -1.618
C -0.785 0.763 2.289

Summary:
HOMO (alpha / beta), eV: -9.03 / -9.03
Kohn-Sham gap (alpha / beta), Ha: 0.1938 / 0.2357
<S²>: 8.762
Spin multiplicity: 6
Net charge: +1

***

- What is the formula in the first record?
  C37H42F3N6O13S2

***

- net charge of number 1 (C37H42F3N6O13S2)?
  +1